54
Properties=species:S:1:pos:R:3 method="wB97M-V/def2-TZVPD" molar_mass_g_mol=359.5 relative_energy_kj_mol=222.86 charge=+1 orbital_gap_ev=4.87 energy_ha=-1115.19581 homo_energy_ev=-10.48
C 4.61840 -1.99063 -2.62500
O 4.26364 -0.62834 -2.65165
C 2.90349 -0.39014 -2.59125
C 2.44565 0.94143 -2.62488
C 1.11550 1.23933 -2.58194
C 0.13391 0.22145 -2.50200
C -1.22144 0.59393 -2.51743
C -2.40710 -0.18548 -2.56347
C -3.64523 0.48703 -2.51430
C -4.83321 -0.20026 -2.54107
C -4.84319 -1.58228 -2.60979
C -3.64576 -2.26797 -2.68312
C -2.45404 -1.58923 -2.68370
C 0.60666 -1.10924 -2.40943
C 1.93407 -1.40241 -2.47847
H 5.70466 -2.06857 -2.64709
H 4.25112 -2.45564 -1.71046
H 4.20833 -2.49695 -3.49869
H 3.17858 1.72577 -2.68241
H 0.79244 2.26592 -2.61424
H -1.39246 1.65579 -2.50878
H -3.65174 1.56300 -2.46506
H -5.76633 0.33887 -2.51815
H -5.77602 -2.12321 -2.62530
H -3.64599 -3.34379 -2.75311
H -1.56656 -2.15929 -2.85307
H -0.06086 -1.91872 -2.20531
H 2.24135 -2.43025 -2.43304
C 1.23240 1.92761 4.65959
N 1.41556 0.90212 3.61499
C 2.39512 -0.18425 3.88586
C 2.09799 -1.32206 2.89870
C 0.64273 -1.09610 2.43915
C 0.17198 0.18817 3.16508
C -0.75685 1.03598 2.33540
C -0.29489 1.95510 1.41807
C -1.22057 2.67162 0.69900
C -2.55890 2.44014 0.91974
N -3.03647 1.56017 1.78122
C -2.12729 0.88422 2.46124
H 0.54854 2.69939 4.31086
H 0.83463 1.48846 5.57234
H 2.18940 2.39483 4.88585
H 3.41553 0.19955 3.80162
H 2.25512 -0.52139 4.91760
H 2.78721 -1.28264 2.04659
H 2.22926 -2.30649 3.36417
H 0.58450 -0.94901 1.35437
H -0.00548 -1.94859 2.67748
H -0.35873 -0.09954 4.08509
H 0.76341 2.10190 1.28601
H -0.90103 3.40715 -0.02016
H -3.29049 3.00397 0.36332
H -2.50058 0.15958 3.16901



36
Properties=species:S:1:pos:R:3 method="wB97M-V/def2-TZVPD" multiplicity=2 molar_mass_g_mol=260.3 charge=+1 orbital_gap_ev="8.85 / 4.39" energy_ha=-862.12008 homo_energy_ev="-13.70 / -13.70"
F -1.11711 0.62873 -0.32943
C -0.37278 -0.05935 0.59340
C -0.85350 -0.06570 1.88144
C -0.19732 -0.72881 2.90267
C 0.97852 -1.41607 2.62945
C 1.43712 -1.55582 1.30665
C 0.74188 -0.85002 0.33993
H -1.80691 0.37331 2.13575
H -0.57789 -0.73588 3.91338
H 1.53216 -1.90659 3.41639
H 2.27106 -2.17551 1.01179
H 1.10418 -0.74822 -0.67238
C 4.79109 -1.49087 -1.76127
C 5.38629 -0.45268 -2.67329
N 5.89311 0.32600 -3.35935
H 5.72379 -1.70593 -1.23982
H 4.62441 -2.44016 -2.27036
H 3.97608 -1.18314 -1.10616
C -0.72451 -0.46679 -3.32751
C 0.39568 -1.43886 -3.34055
N 1.27072 -2.23449 -3.32456
H -1.46009 -0.71285 -2.56169
H -1.14661 -0.44782 -4.33228
H -0.36194 0.52723 -3.06565
C -3.68906 -1.03011 -0.58063
C -4.61197 -0.70839 0.53032
N -5.32200 -0.45831 1.43735
H -3.48982 0.01694 -0.80886
H -4.22747 -1.56140 -1.36544
H -2.84525 -1.57259 -0.15426
C -0.83420 4.68374 2.48887
C -1.96131 3.83586 2.22460
N -2.87988 3.12055 1.96560
H -0.69856 5.28291 1.58850
H -0.01264 3.97371 2.58379
H -0.93528 5.37737 3.32360



50
Properties=species:S:1:pos:R:3 method="wB97M-V/def2-TZVPD" multiplicity=4 molar_mass_g_mol=514.4 relative_energy_kj_mol=0.00 orbital_gap_ev="5.57 / 6.16" energy_ha=-2180.58057 homo_energy_ev="-6.46 / -7.04"
C -0.92056 -1.19421 2.73554
C 0.45160 -0.86163 2.96600
C 0.64689 0.49702 2.56828
H 1.20692 -1.49719 3.43268
C -0.61174 1.01141 2.11001
C -1.57727 -0.04093 2.19868
H -2.64173 0.03136 1.97994
H -1.42036 -2.12229 3.00843
H 1.57615 1.05913 2.67944
H -0.81329 2.04583 1.84691
C -0.27300 -0.50178 -2.41172
C -0.80464 -1.74509 -1.94607
C -1.92741 -1.45598 -1.09612
H -0.47034 -2.73108 -2.27008
C -2.06828 -0.03021 -1.02950
C -1.09399 0.54710 -1.90092
H -1.02241 1.59268 -2.17884
H 0.60350 -0.39183 -3.05524
H -2.63443 -2.18092 -0.67713
H -2.83036 0.51120 -0.46468
Tm -0.00651 -0.72387 0.37099
O 1.25595 0.69975 -0.25447
C 1.96531 1.90447 -0.19028
C 1.26668 3.17718 0.13039
H 2.64392 1.75540 0.64358
H 2.51019 2.03671 -1.13456
H 0.98048 3.33587 1.17203
H 0.22549 5.53411 0.72411
C 0.52744 5.45000 -0.32903
C 0.99875 4.17080 -0.79427
C 1.17631 4.01186 -2.22094
H 1.36084 3.00494 -2.60414
C 1.11277 5.11248 -3.06313
H 1.30462 4.99552 -4.13658
C 0.83815 6.38589 -2.53132
H 0.87542 7.25876 -3.17835
C 0.50500 6.54924 -1.17004
H 0.26312 7.54030 -0.76704
O 0.16334 -2.78716 0.62701
N -0.08980 -4.09525 0.77499
C 0.98855 -4.91201 0.76854
C 0.81963 -6.27338 0.98483
C -0.47020 -6.80453 1.05875
C -1.55501 -5.93608 1.03266
C -1.36047 -4.56745 0.87304
H 1.96344 -4.44624 0.59404
H 1.71598 -6.87319 1.07816
H -0.61158 -7.88488 1.11489
H -2.57254 -6.31004 1.13875
H -2.17054 -3.85175 0.79177



64
Properties=species:S:1:pos:R:3 method="wB97M-V/def2-TZVPD" molar_mass_g_mol=566.3 charge=+1 orbital_gap_ev=8.09 energy_ha=-2893.36758 homo_energy_ev=-11.75
C -0.11166 1.47412 4.62534
C 0.06884 2.32636 3.32506
B 1.41058 1.94504 2.62920
O 2.58781 1.86224 3.26751
N 1.49816 1.60913 1.13551
C 1.84087 2.72338 0.21630
C 0.86358 2.91674 -0.94823
O 1.51104 2.60866 -2.18180
C 1.30190 0.41448 0.72742
N 1.35702 0.00358 -0.60740
C 0.33374 -1.00270 -0.71907
F -0.74184 -0.37172 -1.30347
C -0.00222 -1.46378 0.73468
C -1.38073 -0.95149 1.23727
C -2.63950 -1.32963 0.42940
C -3.46813 -0.07351 0.11748
S -4.23912 0.69447 1.52346
O -3.73644 2.03240 1.66198
O -5.65534 0.57000 1.39853
O -3.72157 -0.19169 2.74183
S -0.12789 -3.25372 0.95881
O -0.79967 -3.71773 -0.20286
O -0.67183 -3.53216 2.23775
F 1.32412 -3.79971 0.91394
N 0.96898 -0.66516 1.56148
P 2.56281 -1.21791 2.18300
C 2.06393 -2.38355 3.51130
O 3.29314 -2.14614 1.02946
H -0.06434 2.09762 5.51346
H -1.06542 0.95730 4.61743
H 0.67162 0.72432 4.73476
H -0.80834 2.19040 2.69493
H 0.07905 3.37100 3.63862
H 2.53755 2.22011 4.16069
H 1.84612 3.62276 0.83133
H 2.86234 2.60194 -0.13361
H 0.57542 3.95840 -1.03611
H -0.00490 2.26720 -0.85624
H 1.30360 1.70712 -2.43238
H 2.27865 -0.23599 -0.95452
H 0.59848 -1.80875 -1.39313
H -1.27162 0.13498 1.18094
H -1.47760 -1.18373 2.29019
H -2.42207 -1.80546 -0.51768
H -3.25734 -1.98197 1.04244
H -4.29316 -0.37252 -0.52423
H -2.88392 0.66086 -0.42812
H -3.98285 0.30635 3.53241
H 2.46957 -1.96045 4.42451
H 2.42306 -3.38944 3.32118
H 0.97881 -2.39666 3.59446
H 2.72375 -2.44455 0.31490
F 1.06846 -1.44290 -3.44260
C 0.71588 -0.89410 -4.64557
C 0.00104 0.28394 -4.65509
C -0.34689 0.83877 -5.87826
C 0.01530 0.20518 -7.05792
C 0.73061 -0.98385 -7.01764
C 1.09114 -1.54249 -5.80036
H -0.28362 0.75534 -3.72325
H -0.90272 1.76560 -5.90786
H -0.26086 0.63808 -8.00917
H 1.00982 -1.48024 -7.93642
H 1.65482 -2.46414 -5.74595



89
Properties=species:S:1:pos:R:3 method="wB97M-V/def2-TZVPD" molar_mass_g_mol=946.0 charge=+1 orbital_gap_ev=8.53 energy_ha=-8311.61771 homo_energy_ev=-11.89
C 2.24814 -2.64535 2.64170
C 1.72428 -2.41175 1.26324
O 2.26803 -2.80108 0.26606
N 0.47525 -1.55715 1.13932
C 0.82845 -0.25100 1.70245
C 1.41201 0.72082 0.72526
O 0.64204 -0.00974 2.86555
N -0.64540 -2.10977 1.87825
P -0.70211 -3.97456 1.44016
O -2.07404 -4.11430 0.62388
O -0.90089 -4.62413 2.89590
Si -2.28008 -1.25292 1.55051
C -3.71242 -2.23949 2.27421
C -2.43385 -1.03176 -0.29034
C -2.33815 0.42549 2.37662
H 2.87854 -1.79502 2.87625
H 2.84355 -3.53800 2.70873
H 1.48380 -2.63656 3.40415
H 1.54351 0.22444 -0.22770
H 2.38273 1.01420 1.09808
H 0.74025 1.55492 0.60960
H -0.49150 -2.08845 2.89766
H -2.79790 -4.54367 1.09314
H -1.79124 -4.93300 3.10840
H -4.42573 -1.55285 2.69491
H -4.19227 -2.79926 1.48406
H -3.37703 -2.92684 3.04598
H -2.06091 -0.05918 -0.56055
H -3.45522 -1.12607 -0.63400
H -1.84490 -1.76254 -0.82134
H -1.95522 0.30687 3.38332
H -1.66374 1.07711 1.84403
H -3.34100 0.81370 2.37558
Cl 4.66094 -1.10861 5.28685
C 3.81222 0.17660 6.19111
C 3.35905 1.29878 5.29433
Cl 4.72591 2.22878 4.63308
H 4.48205 0.52901 6.96977
H 2.94732 -0.28481 6.66356
H 2.74441 1.99308 5.86378
H 2.77368 0.92516 4.45780
Cl 0.79280 -1.17816 -5.40620
C 1.81030 -1.48572 -3.97590
C 0.99482 -1.76039 -2.73833
Cl 0.12604 -0.31900 -2.12282
H 2.47655 -0.63837 -3.84086
H 2.41091 -2.36266 -4.20784
H 1.64964 -2.08563 -1.93087
H 0.25890 -2.53912 -2.92032
Cl -2.54144 3.86309 2.40711
C -3.84056 4.62654 3.37273
C -4.21458 3.81249 4.58216
Cl -5.03131 2.28664 4.14707
H -4.69584 4.77986 2.71922
H -3.46559 5.59749 3.68932
H -4.91181 4.37772 5.19666
H -3.34302 3.56677 5.18205
Cl -7.01992 3.92586 -1.01641
C -5.50071 4.57905 -1.68846
C -4.93333 3.71894 -2.78112
Cl -4.34139 2.14452 -2.16783
H -4.79555 4.68614 -0.87235
H -5.72661 5.56586 -2.08811
H -4.08068 4.21812 -3.23261
H -5.66789 3.52014 -3.55601
Cl -3.11288 1.78013 -7.84307
C -1.67866 1.87991 -6.78525
C -2.02280 2.36091 -5.40422
Cl -2.53442 4.07100 -5.42397
H -0.94210 2.53406 -7.25871
H -1.25791 0.87727 -6.72431
H -1.14543 2.28938 -4.76322
H -2.82490 1.77934 -4.95668
Cl 1.21089 2.39078 -8.17135
C 0.76949 1.19085 -9.41567
C 1.80632 0.10706 -9.54897
Cl 3.33348 0.71716 -10.23071
H 0.62056 1.72230 -10.35076
H -0.18208 0.75322 -9.11354
H 1.43975 -0.66360 -10.22418
H 2.02729 -0.34892 -8.58732
Cl 8.89347 -4.80720 6.37254
C 8.70078 -3.81769 4.90521
C 7.28637 -3.33097 4.73366
Cl 6.15423 -4.66023 4.36031
H 9.02307 -4.41133 4.05440
H 9.36778 -2.96379 5.00530
H 7.23762 -2.63219 3.90041
H 6.92773 -2.82874 5.62651



7
Properties=species:S:1:pos:R:3 method="wB97M-V/def2-TZVPD" molar_mass_g_mol=177.5 relative_energy_kj_mol=316.63 orbital_gap_ev=10.56 energy_ha=-3475.46381 smiles="O=[Si](Cl)Br.O" homo_energy_ev=-10.94
O -1.58335 -0.51659 2.10390
Si -1.54878 -0.83630 0.63189
Cl -1.01461 0.10690 -0.98663
Br -2.38608 -2.69143 -0.27763
O 1.87346 1.29777 -0.41943
H 2.16914 1.04256 -1.28076
H 2.49023 1.59710 0.22867



11
Properties=species:S:1:pos:R:3 method="wB97M-V/def2-TZVPD" molar_mass_g_mol=79.1 relative_energy_kj_mol=356.54 orbital_gap_ev=9.96 energy_ha=-248.13924 smiles=CCC#CC#N homo_energy_ev=-10.28
C 0.62468 0.09996 -1.47749
C -0.05196 -0.62182 -0.32150
C -1.17978 0.01238 0.33380
C -1.66728 0.56463 1.31566
C -0.75329 0.69192 2.36324
N 0.22158 0.63467 2.99851
H 0.63410 1.17560 -1.29584
H 0.13824 -0.07276 -2.43904
H 1.65670 -0.25459 -1.55098
H 0.60196 -0.55037 0.58279
H -0.22494 -1.67963 -0.50915



104
Properties=species:S:1:pos:R:3 method="wB97M-V/def2-TZVPD" multiplicity=3 molar_mass_g_mol=967.5 orbital_gap_ev="7.40 / 6.27" energy_ha=-4872.24076 homo_energy_ev="-8.49 / -8.49"
Pd 0.14619 -0.26444 0.65299
C -3.36041 3.50088 0.17635
C -3.49564 2.60191 -1.04008
C -3.75083 3.42203 -2.31016
C -2.30292 1.70022 -1.25968
C -0.99490 2.13977 -1.16900
C 0.08331 1.32387 -1.51789
C 1.41445 2.01807 -1.81223
C 1.70821 3.23567 -0.93242
C 1.40206 2.52035 -3.26711
C -0.17176 -0.02690 -1.91568
C -1.51587 -0.46816 -2.08111
C -2.52377 0.41337 -1.72072
C -2.07260 -1.72400 -2.79406
C -1.14788 -2.70322 -3.52538
C -3.02412 -2.52703 -1.89255
C 0.95580 -0.80587 -2.52436
C 1.10919 -0.66084 -3.90548
C 2.09924 -1.31478 -4.60824
C 2.95796 -2.16787 -3.93187
C 2.80742 -2.33779 -2.57016
C 1.82495 -1.65880 -1.83712
P 1.72351 -1.91748 -0.01942
C 1.24231 -3.73217 0.21254
C 1.45795 -4.15420 1.67268
C 1.99018 -4.70523 -0.70342
C -0.23586 -3.86513 -0.13230
C 3.50890 -1.70761 0.60972
C 4.46928 -2.86986 0.31130
C 3.53538 -1.56718 2.14055
C 4.07741 -0.44558 -0.05635
H -4.26654 4.09383 0.30908
H -2.52445 4.19413 0.07142
H -3.20213 2.90011 1.06937
H -4.36049 1.95204 -0.87583
H -2.91113 4.09493 -2.49890
H -4.65202 4.02671 -2.20119
H -3.86927 2.77726 -3.18239
H -0.79193 3.15669 -0.86311
H 2.22422 1.29165 -1.70342
H 1.08892 4.08434 -1.23008
H 2.74653 3.53582 -1.08407
H 1.55188 3.05708 0.12422
H 0.52284 3.14758 -3.42927
H 1.39259 1.72179 -4.00312
H 2.28829 3.13028 -3.44849
H -3.55312 0.10228 -1.86190
H -2.70168 -1.28703 -3.57667
H -0.30391 -3.03649 -2.92692
H -0.74975 -2.28646 -4.44657
H -1.73290 -3.58418 -3.79514
H -2.47636 -3.12479 -1.16889
H -3.61543 -3.20564 -2.50889
H -3.71724 -1.89436 -1.34083
H 0.40181 -0.03578 -4.43469
H 2.19126 -1.17336 -5.67716
H 3.73588 -2.70190 -4.46095
H 3.46592 -3.02541 -2.06841
H 2.51172 -4.26851 1.91798
H 0.98291 -5.12749 1.81463
H 1.00785 -3.46107 2.38016
H 3.06149 -4.73857 -0.52066
H 1.81304 -4.49368 -1.75610
H 1.59476 -5.70436 -0.50198
H -0.83571 -3.08133 0.30700
H -0.61099 -4.82092 0.24195
H -0.38343 -3.85194 -1.20932
H 4.20381 -3.78119 0.84204
H 5.44545 -2.55510 0.68803
H 4.60461 -3.09658 -0.74257
H 3.32137 -2.51300 2.63689
H 2.86017 -0.80908 2.51200
H 4.54507 -1.26521 2.42909
H 4.27024 -0.60595 -1.11767
H 5.02631 -0.20428 0.42710
H 3.42350 0.41490 0.06564
Cl 1.76593 1.22665 1.73220
C 0.70947 -1.09735 3.44226
C -0.15099 -1.14225 2.41578
C -1.41131 -1.69064 2.67575
Cl -2.66201 -1.60888 1.49533
C -1.67537 -2.23033 3.93474
Cl -3.22343 -2.90178 4.25209
C -0.71078 -2.19208 4.94677
Cl -1.05017 -2.85318 6.49622
C 0.52147 -1.58766 4.70042
Cl 1.75269 -1.47357 5.90008
F -4.60825 5.45227 3.85419
C -3.36737 5.24113 3.39709
C -2.72366 4.09977 3.65106
N -1.45121 3.84553 3.19270
C -0.84798 2.55258 3.50662
C -1.51016 1.37393 2.76286
O -2.28085 0.67716 3.41189
O -1.21094 1.22029 1.51899
C -0.75910 4.77405 2.44603
O 0.37457 4.62409 2.04974
N -1.47788 5.93025 2.17761
C -2.75746 6.28969 2.59527
O -3.25186 7.35080 2.29261
H -3.18438 3.30943 4.22951
H -0.98079 2.37918 4.57359
H 0.20628 2.60653 3.25584
H -0.97557 6.62463 1.64202



35
Properties=species:S:1:pos:R:3 method="wB97M-V/def2-TZVPD" multiplicity=3 molar_mass_g_mol=426.4 relative_energy_kj_mol=86.68 charge=-1 orbital_gap_ev="2.79 / 6.04" energy_ha=-1361.18904 homo_energy_ev="0.21 / -3.14"
C 1.45126 -0.24974 -3.42058
C 0.55251 -0.10437 -4.62159
C -0.66864 -0.86413 -4.45081
C -0.28016 -1.95598 -3.64875
C 1.05434 -1.62613 -2.91739
Pt -0.29768 0.13057 -2.31129
P -0.21921 2.35484 -2.00881
H 2.08575 0.61075 -3.03241
H 0.73997 0.79946 -5.41049
H -1.35455 -0.93413 -5.20130
H 1.23013 -2.29239 -2.04974
H -0.79274 -2.85971 -3.52731
H -1.33264 3.04108 -1.35647
H -0.15691 2.91055 -3.36157
H 1.04349 2.89476 -1.48345
C -0.75703 -1.91627 3.59393
C 0.23085 -1.61942 2.48507
N -0.45321 -1.30175 1.21359
C -0.84284 -0.09037 0.83698
S -1.90245 0.15810 -0.57208
N -0.40196 1.03860 1.36405
C -0.24390 1.42405 2.76798
C 1.17730 1.78484 3.10516
H -1.66335 -1.27857 3.71024
H -0.16754 -1.95258 4.51991
H -1.14022 -2.93445 3.39416
H 0.91514 -0.78467 2.70485
H 0.77660 -2.56897 2.32017
H -0.84025 -2.06238 0.66857
H -0.69859 1.84513 0.83441
H -1.00376 2.20826 2.95231
H -0.56494 0.57912 3.36849
H 1.42988 2.72608 2.59456
H 1.23505 1.89121 4.21181
H 1.86029 0.99859 2.72780



14
Properties=species:S:1:pos:R:3 method="wB97M-V/def2-TZVPD" multiplicity=2 molar_mass_g_mol=92.1 relative_energy_kj_mol=155.09 charge=+1 orbital_gap_ev="11.88 / 5.03" energy_ha=-340.62954 homo_energy_ev="-15.28 / -14.46"
N -1.32211 0.75317 0.90227
C -1.91608 -0.21488 -0.03301
O -1.23521 -0.28689 -1.29939
H -0.81203 1.47247 0.36912
H -0.60350 0.26366 1.52243
H -2.99099 0.10299 -0.21750
H -1.86503 -1.28570 0.38001
H -1.43729 0.49173 -1.86915
C 2.26855 0.28379 0.43972
N 1.81988 -0.53022 -0.54794
O 1.67798 0.82928 1.36547
H 3.36171 0.19826 0.38335
H 0.78518 -0.67558 -0.57090
H 2.26894 -1.40207 -0.82449